# 1
Here is a structure of composition C20H31N5O4S from OMol25. Energies are from ωB97M-V/def2-TZVPD.

Output
Gap between HOMO and LUMO ... 8.15 eV

Last column: natural (NBO) charge in e.
Atoms and positions in Å:
C (-3.06, -2.11, -3.22)  -0.598
C (-2.73, -2.15, -1.74)  -0.397
C (-1.45, -1.38, -1.44)  -0.397
H (-1.54, -0.36, -1.80)  0.229
H (-0.61, -1.84, -1.96)  0.204
C (-1.15, -1.39, 0.07)  -0.120
N (0.18, -0.90, 0.41)  -0.422
C (0.67, 0.25, -0.12)  0.672
O (-0.04, 1.01, -0.79)  -0.698
C (2.07, 0.62, 0.08)  -0.442
C (2.56, 1.89, -0.25)  0.218
N (1.85, 2.96, -0.62)  -0.782
H (0.89, 2.80, -0.90)  0.427
H (2.37, 3.78, -0.90)  0.433
C (3.98, 1.92, -0.08)  0.005
N (4.52, 0.78, 0.31)  -0.580
S (3.42, -0.38, 0.53)  0.723
C (4.81, 3.11, -0.35)  0.641
O (4.34, 4.16, -0.77)  -0.631
N (6.12, 2.92, -0.12)  -0.799
H (6.45, 2.03, 0.22)  0.416
H (6.77, 3.68, -0.28)  0.407
C (0.77, -1.58, 1.55)  -0.240
H (-0.03, -1.75, 2.27)  0.228
H (1.51, -0.93, 2.03)  0.236
C (1.47, -2.91, 1.21)  0.083
H (0.94, -3.74, 1.72)  0.173
O (2.80, -2.85, 1.70)  -0.539
C (3.64, -3.70, 0.93)  -0.069
C (2.80, -4.21, -0.26)  -0.434
H (3.36, -4.20, -1.19)  0.221
H (2.46, -5.23, -0.07)  0.207
C (1.61, -3.25, -0.27)  -0.432
H (0.72, -3.71, -0.69)  0.221
H (1.86, -2.35, -0.84)  0.211
H (4.00, -4.52, 1.56)  0.182
H (4.49, -3.11, 0.60)  0.178
H (-1.17, -2.44, 0.40)  0.224
C (-2.24, -0.67, 0.89)  0.673
O (-2.87, -1.26, 1.75)  -0.642
N (-2.39, 0.62, 0.57)  -0.643
H (-1.74, 1.02, -0.09)  0.433
C (-3.31, 1.51, 1.24)  -0.051
C (-4.20, 2.23, 0.21)  -0.410
H (-4.36, 1.61, -0.67)  0.216
H (-5.17, 2.45, 0.66)  0.205
C (-3.45, 3.52, -0.08)  -0.404
H (-4.08, 4.27, -0.55)  0.213
H (-2.60, 3.33, -0.73)  0.193
C (-2.97, 3.95, 1.31)  -0.403
H (-3.80, 4.40, 1.86)  0.197
H (-2.16, 4.67, 1.27)  0.212
C (-2.55, 2.63, 1.98)  -0.419
H (-1.48, 2.47, 1.86)  0.210
H (-2.77, 2.63, 3.05)  0.217
H (-3.90, 0.89, 1.93)  0.235
H (-3.56, -1.71, -1.17)  0.206
H (-2.62, -3.18, -1.42)  0.194
H (-2.26, -2.55, -3.81)  0.200
H (-3.98, -2.66, -3.43)  0.211
H (-3.20, -1.08, -3.56)  0.203

---

# 2
Here is the molecule C20H31NO9 from OMol25. Energies are from ωB97M-V/def2-TZVPD.

Output
Gap between HOMO and LUMO ... 10.24 eV
SMILES ... CC(=O)N[C@H]1[C@H](OC2CCCCC2)O[C@H](COC(C)=O)[C@@H](OC(C)=O)[C@@H]1OC(C)=O

Last column: natural (NBO) charge in e.
Atoms and positions in Å:
C (-2.54, -1.26, -4.55)  -0.713
C (-2.56, -1.03, -3.06)  0.686
O (-3.49, -1.32, -2.34)  -0.622
N (-1.43, -0.43, -2.58)  -0.624
C (-1.23, -0.25, -1.17)  -0.120
C (-0.50, -1.48, -0.57)  0.388
O (-0.57, -1.50, 0.82)  -0.580
C (-1.44, -2.47, 1.42)  0.117
C (-2.92, -2.08, 1.29)  -0.446
C (-3.19, -0.77, 2.04)  -0.397
C (-2.81, -0.90, 3.51)  -0.398
C (-1.33, -1.26, 3.63)  -0.400
C (-1.04, -2.57, 2.89)  -0.412
O (0.83, -1.47, -1.01)  -0.529
C (1.61, -0.42, -0.47)  0.054
C (2.47, -0.93, 0.70)  -0.092
O (3.38, -1.94, 0.30)  -0.504
C (4.47, -1.55, -0.38)  0.798
C (5.31, -2.74, -0.77)  -0.714
O (4.73, -0.40, -0.62)  -0.602
C (0.78, 0.78, 0.01)  0.028
O (1.64, 1.92, -0.05)  -0.513
C (1.52, 2.87, 0.89)  0.819
C (2.41, 4.03, 0.57)  -0.721
O (0.78, 2.78, 1.84)  -0.612
C (-0.46, 1.04, -0.87)  0.067
O (-1.33, 1.92, -0.17)  -0.512
C (-1.20, 3.24, -0.37)  0.819
C (-2.09, 4.00, 0.57)  -0.720
O (-0.45, 3.73, -1.17)  -0.611
H (-2.32, -0.32, -5.07)  0.229
H (-3.50, -1.63, -4.87)  0.242
H (-1.77, -1.98, -4.81)  0.229
H (-0.61, -0.38, -3.17)  0.399
H (-2.23, -0.17, -0.72)  0.261
H (-0.94, -2.39, -1.00)  0.180
H (-1.27, -3.44, 0.92)  0.178
H (-3.20, -1.99, 0.24)  0.231
H (-3.51, -2.88, 1.73)  0.207
H (-2.61, 0.03, 1.59)  0.204
H (-4.25, -0.52, 1.94)  0.210
H (-3.01, 0.03, 4.03)  0.209
H (-3.42, -1.68, 3.97)  0.189
H (-0.73, -0.46, 3.19)  0.206
H (-1.05, -1.37, 4.68)  0.208
H (0.03, -2.80, 2.95)  0.211
H (-1.60, -3.39, 3.34)  0.205
H (2.28, -0.08, -1.27)  0.215
H (3.03, -0.08, 1.12)  0.203
H (1.83, -1.38, 1.46)  0.213
H (5.42, -3.40, 0.08)  0.237
H (4.79, -3.28, -1.56)  0.240
H (6.27, -2.40, -1.13)  0.235
H (0.44, 0.64, 1.04)  0.241
H (1.91, 4.62, -0.20)  0.260
H (3.35, 3.67, 0.18)  0.240
H (2.55, 4.64, 1.45)  0.233
H (-0.13, 1.53, -1.80)  0.224
H (-1.59, 4.02, 1.54)  0.260
H (-2.24, 5.01, 0.22)  0.234
H (-3.04, 3.48, 0.69)  0.236

---

# 3
Here is a structure of composition C20H32AlN2O6S2Sb2 from OMol25. Energies are from ωB97M-V/def2-TZVPD.

Output
Net charge ... +1
Gap between HOMO and LUMO ... 6.98 eV

Last column: natural (NBO) charge in e.
Atoms and positions in Å:
Al (1.05, -0.86, -0.49)  1.911
C (-4.45, 3.22, -0.37)  -0.988
Sb (-3.28, 2.11, 1.03)  0.905
C (-4.92, 1.30, 2.12)  -0.980
C (-2.98, 3.78, 2.38)  -0.732
C (-2.55, 3.36, 3.76)  -0.045
C (-3.53, 3.29, 4.75)  -0.201
C (-3.23, 2.94, 6.05)  -0.208
C (-1.92, 2.68, 6.40)  -0.209
C (-0.93, 2.76, 5.43)  -0.198
C (-1.22, 3.07, 4.10)  -0.059
C (-0.09, 3.10, 3.12)  -0.741
Sb (0.55, 1.17, 2.36)  0.988
C (2.61, 1.74, 2.27)  -0.984
C (0.66, 0.12, 4.21)  -0.975
H (-5.17, 3.83, 0.17)  0.232
H (-4.99, 2.53, -1.03)  0.231
H (-3.82, 3.86, -0.98)  0.228
H (-5.71, 2.04, 2.19)  0.230
H (-4.59, 1.03, 3.12)  0.242
H (-5.30, 0.41, 1.62)  0.233
H (-3.95, 4.26, 2.42)  0.234
H (-2.28, 4.47, 1.91)  0.230
H (-4.56, 3.53, 4.48)  0.209
H (-4.02, 2.88, 6.79)  0.221
H (-1.65, 2.43, 7.42)  0.221
H (0.10, 2.59, 5.71)  0.208
H (0.80, 3.52, 3.59)  0.239
H (-0.32, 3.71, 2.24)  0.224
H (2.92, 2.10, 3.25)  0.232
H (2.76, 2.53, 1.54)  0.226
H (3.22, 0.88, 2.00)  0.232
H (1.41, 0.59, 4.85)  0.229
H (0.94, -0.92, 4.02)  0.243
H (-0.31, 0.14, 4.70)  0.244
O (1.89, -1.44, 1.25)  -1.019
S (1.00, -2.65, 1.27)  2.409
O (0.52, -3.13, 2.51)  -0.864
O (-0.05, -2.17, 0.28)  -1.058
C (1.94, -3.84, 0.41)  -0.463
C (2.01, -5.16, 0.84)  -0.128
C (2.78, -6.06, 0.12)  -0.222
C (3.47, -5.62, -1.00)  -0.141
C (3.40, -4.31, -1.44)  -0.289
C (2.62, -3.41, -0.73)  0.411
S (3.45, -0.62, -1.85)  1.858
O (2.42, 0.24, -1.12)  -1.059
O (3.15, -0.70, -3.24)  -0.856
O (2.43, -2.12, -1.14)  -0.881
H (1.47, -5.46, 1.73)  0.253
H (2.85, -7.09, 0.43)  0.239
H (4.08, -6.33, -1.56)  0.235
H (3.93, -3.98, -2.33)  0.238
N (-0.38, 0.54, -0.88)  -0.957
C (-0.97, 0.47, -2.24)  -0.235
C (-1.10, -0.99, -2.57)  -0.237
N (0.25, -1.54, -2.38)  -0.892
H (-1.13, 0.41, -0.18)  0.444
H (-0.02, 1.47, -0.68)  0.427
H (-0.29, 0.96, -2.93)  0.215
H (-1.93, 1.00, -2.26)  0.227
H (-1.49, -1.16, -3.58)  0.222
H (-1.76, -1.48, -1.86)  0.219
H (0.87, -1.23, -3.14)  0.416
H (0.25, -2.56, -2.42)  0.414

---

Computed values of HOMO energy (unit: eV) for the preceding records, in sequence: -8.29, -9.62, -10.35.